## a
Entry from the Open Molecules 2025 dataset: an isolated molecule of C4H8N2O3S (ωB97M-V with the def2-TZVPD basis set).

LUMO in eV: 0.19
Gap between HOMO and LUMO in eV: 9.6

Structure (ORCA input):
```
! RIJCOSX wB97M-V def2-TZVPD def2/J DEFGRID3
* xyz 0 1
O 0.37 -0.90 1.84
H 2.68 -0.44 -1.19
C 1.08 -0.84 0.82
S -1.08 0.36 2.06
C -0.77 -0.41 -0.69
C -1.13 1.03 -0.30
H -2.19 1.06 -0.31
H 2.31 -0.86 0.75
C 1.60 -0.28 -1.49
H -0.83 -0.48 -1.77
N -0.67 1.40 1.00
H -1.26 -1.04 0.02
N 0.62 -0.59 -0.40
H 1.55 -0.83 -2.45
H 1.53 0.80 -1.91
O -0.75 0.65 3.38
O -2.31 -0.37 1.81
H -0.75 1.74 -1.17
*
```

=====

## b
Entry from the Open Molecules 2025 dataset: a structure of composition C4H8N2O3S (ωB97M-V with the def2-TZVPD basis set).

LUMO in eV: 0.50
Gap between HOMO and LUMO in eV: 10.2

Structure (ORCA input):
```
! RIJCOSX wB97M-V def2-TZVPD def2/J DEFGRID3
* xyz 0 1
O 0.34 1.26 2.94
H -1.79 -1.28 -1.15
H 0.84 1.37 -2.30
C -0.73 -1.35 -0.97
H -0.87 0.66 -2.66
H 0.14 -3.01 0.37
H -0.19 -1.63 -1.81
N 0.46 -0.98 1.05
H -0.60 1.99 -1.38
N -0.14 0.05 -0.81
H -1.36 -2.01 1.12
O 0.12 2.96 1.21
C -0.15 1.09 -1.78
H 0.59 -1.07 2.03
O 2.33 1.92 1.61
C -0.45 -2.02 0.41
C 0.57 0.14 0.28
S 0.91 1.92 1.81
*
```

=====

Relative energy table, unit eV: a 0.575; b 0.000

=====

## a
Entry from the Open Molecules 2025 dataset: an isolated molecule of C15H19N3O4S2 (ωB97M-V with the def2-TZVPD basis set).

SMILES: CCN(CC)S(=O)(=O)c1ccc(-c2nnc(SCC(C)=O)o2)cc1
LUMO in eV: -0.17
Gap between HOMO and LUMO in eV: 8.6

Structure (ORCA input):
```
! RIJCOSX wB97M-V def2-TZVPD def2/J DEFGRID3
* xyz 0 1
O -3.68 2.26 -0.26
H 3.98 3.52 0.76
H 3.48 -0.48 2.49
H 4.77 1.37 1.65
C -0.85 0.02 -0.38
C -0.38 -2.34 -0.67
H 2.97 2.69 -0.43
C 1.38 -0.73 -0.79
S 3.12 -0.33 -1.01
C 3.68 -0.88 1.50
H 0.85 1.32 -0.54
C -2.68 -1.62 -0.25
H 5.11 -2.34 2.17
C -1.28 -1.31 -0.43
N -4.58 -2.60 -0.11
C 5.06 -1.53 1.44
H 5.84 -0.81 1.67
C -5.43 1.62 -1.76
C -5.53 1.17 0.75
H -1.56 0.82 -0.21
H -5.28 0.62 -2.15
H 5.23 -1.93 0.45
H 5.04 1.43 -0.11
H -6.40 1.80 0.95
O 3.81 -1.54 -1.35
C 0.49 0.31 -0.57
H -4.99 2.33 -2.46
C -4.74 -1.33 0.12
H 1.69 -2.81 -1.05
C -4.75 1.75 -0.43
C 0.96 -2.04 -0.85
N 3.48 0.18 0.54
C 3.39 2.63 0.57
H -6.50 1.79 -1.67
H -4.90 1.14 1.64
O -3.58 -0.64 0.05
H 2.91 -1.63 1.27
H -0.74 -3.36 -0.71
C 4.28 1.39 0.67
S -6.21 -0.49 0.45
H 2.58 2.58 1.30
N -3.27 -2.78 -0.34
O 3.24 0.79 -1.89
*
```

=====

## b
Entry from the Open Molecules 2025 dataset: an isolated molecule of C15H19N3O4S2 (ωB97M-V with the def2-TZVPD basis set).

SMILES: C/N=C1\S[C@H](CC(=O)Nc2sc(C)c(C)c2C(=O)OC)C(=O)N1C
LUMO in eV: 0.49
Gap between HOMO and LUMO in eV: 8.6

Structure (ORCA input):
```
! RIJCOSX wB97M-V def2-TZVPD def2/J DEFGRID3
* xyz 0 1
H 0.11 2.92 -0.97
H 2.74 -1.23 2.42
O 4.97 -1.19 0.91
H -1.34 2.59 -1.97
C -2.47 1.15 -0.10
C -2.62 -0.07 0.69
O -1.17 1.59 -0.17
H 2.15 0.32 1.78
C 0.68 -1.26 1.85
C 2.11 -0.76 1.67
C -0.96 2.75 -0.95
H 1.34 1.27 -3.06
H 2.51 1.47 -4.39
H -4.45 -3.57 2.67
C 4.11 -0.78 0.17
C -4.87 -2.76 2.09
O -3.35 1.74 -0.67
H -5.60 -2.23 2.71
H 2.54 -2.25 0.16
C -3.89 -0.70 0.91
H -1.48 3.60 -0.52
C 2.64 -1.17 0.29
H 6.33 0.19 -0.39
C 3.26 0.50 -1.61
H 2.19 2.82 -3.30
N -0.25 -0.45 1.29
O 0.39 -2.29 2.43
C 5.64 0.63 -1.11
H -5.14 -0.11 -0.71
C -1.59 -0.77 1.29
H -6.01 -0.78 0.68
C -5.18 -0.16 0.37
S 1.76 -0.34 -1.07
H -5.33 0.86 0.73
H -5.39 -3.18 1.23
H 0.00 0.38 0.76
S -2.14 -2.18 2.11
C -3.79 -1.83 1.65
H 5.93 0.37 -2.13
C 2.28 1.74 -3.36
H 5.63 1.72 -1.02
N 3.38 1.33 -2.54
N 4.32 0.11 -0.84
*
```

=====

Relative energy table, unit eV: a 2.786; b 0.000

=====

## a
Entry from the Open Molecules 2025 dataset: a cluster of 2 separate species, C10H18BNO3 in total (ωB97M-V with the def2-TZVPD basis set).

SMILES: C#CB(CCCCCOC)N=C=O.CO
LUMO in eV: -0.99
Gap between HOMO and LUMO in eV: 8.7

Structure (ORCA input):
```
! RIJCOSX wB97M-V def2-TZVPD def2/J DEFGRID3
* xyz 0 1
H 0.32 2.90 0.63
C 2.90 -1.35 -1.12
H 8.25 -1.67 1.04
H 6.70 -2.55 1.12
H -0.34 1.30 1.40
C -4.22 0.98 -0.36
H -4.86 1.95 -0.15
B 0.81 -0.52 -0.54
O 4.21 -1.12 -0.84
H 5.65 -0.52 0.95
H -3.79 -1.48 -1.15
C 7.20 -1.66 0.73
C -4.93 -1.26 -0.87
H -5.48 -2.23 -0.44
O -5.00 -0.19 0.17
H -1.47 -1.77 2.76
H -2.89 1.18 1.60
H -2.23 0.01 0.20
C -0.70 -1.65 1.86
N 1.60 -1.30 -1.60
C 0.13 -1.37 0.74
H 7.15 -1.65 -0.36
H -5.47 -0.90 -1.86
H -2.11 3.23 0.39
H -1.81 2.32 -1.30
H 1.75 1.57 -0.78
O 6.58 -0.50 1.24
C -2.75 1.04 0.43
C -1.76 2.24 -0.14
H 0.22 1.26 -1.85
H -4.09 0.76 -1.52
C 0.67 1.11 -0.75
C -0.23 1.87 0.38
*
```

=====

## b
Entry from the Open Molecules 2025 dataset: an isolated molecule of C10H18BNO3 (ωB97M-V with the def2-TZVPD basis set).

SMILES: O=C([C@@H]1CCCN1)[C@@H]1CCC[C@H]1B(O)O
LUMO in eV: 0.56
Gap between HOMO and LUMO in eV: 9.9

Structure (ORCA input):
```
! RIJCOSX wB97M-V def2-TZVPD def2/J DEFGRID3
* xyz 0 1
B -0.24 -0.42 -2.61
H 2.36 0.02 1.23
O 0.84 2.24 0.68
H 0.01 -0.86 -0.06
H -3.04 0.70 0.51
H -2.04 1.29 3.24
C -1.22 1.22 1.22
H 3.42 1.03 -0.63
C -1.21 0.81 2.69
H -3.24 -1.23 1.51
H -0.28 1.09 3.16
H 2.60 0.73 -2.89
H -1.57 2.27 1.12
H 0.56 1.46 -1.77
H 2.10 -0.95 -2.60
C 0.76 0.38 -1.65
H -0.49 -1.21 2.62
C 2.07 -0.43 0.28
H -2.00 -1.03 3.50
H 3.88 -0.65 -0.95
C -2.20 -0.99 1.27
H -0.75 -1.00 -4.35
H -1.80 -1.85 0.73
C -1.44 -0.72 2.61
C 0.66 0.01 -0.15
C 2.15 0.03 -2.14
C 0.17 1.25 0.60
N -2.12 0.26 0.52
H -1.72 -0.48 -1.24
C 3.02 0.03 -0.85
O -1.48 -0.84 -2.13
O 0.09 -0.66 -3.94
H 2.15 -1.52 0.47
*
```

=====

Relative energy table, unit eV: a 12.401; b 0.000

=====

## a
Entry from the Open Molecules 2025 dataset: an isolated molecule of CH3FO2S (ωB97M-V with the def2-TZVPD basis set).

SMILES: CS(=O)(=O)F
LUMO in eV: -0.20
Gap between HOMO and LUMO in eV: 10.6

Structure (ORCA input):
```
! RIJCOSX wB97M-V def2-TZVPD def2/J DEFGRID3
* xyz 0 1
H 0.42 -0.42 0.82
H -0.25 1.09 -0.04
O -2.41 -1.42 0.81
H -0.08 -0.51 -0.93
S -2.04 -0.24 0.16
F -2.19 -0.45 -1.45
C -0.24 0.01 0.03
O -2.71 1.44 0.61
*
```

=====

## b
Entry from the Open Molecules 2025 dataset: an isolated molecule of CH3FO2S (ωB97M-V with the def2-TZVPD basis set).

SMILES: CS(=O)(=O)F
LUMO in eV: -0.12
Gap between HOMO and LUMO in eV: 12.5

Structure (ORCA input):
```
! RIJCOSX wB97M-V def2-TZVPD def2/J DEFGRID3
* xyz 0 1
F 0.18 2.87 0.12
S 1.39 1.35 0.43
H 0.66 -0.13 -0.91
O 1.62 1.39 1.83
C 0.15 0.16 0.01
H -0.86 0.51 -0.23
O 2.37 1.48 -0.59
H 0.17 -0.71 0.85
*
```

=====

Relative energy table, unit eV: a 1.719; b 0.000